This record from the Open Molecules 2025 dataset describes a structure of composition C34H32N4O4ReS4Sb. The level of theory is ωB97M-V/def2-TZVPD.

Geometry as ORCA input:
```
! RIJCOSX wB97M-V def2-TZVPD def2/J DEFGRID3
* xyz 1 2
Re 1.507 -1.482 -0.805
S 2.405 0.049 -2.181
C 1.244 0.218 -3.480
C 1.583 0.740 -4.727
C 0.601 0.913 -5.687
C 0.960 1.427 -6.977
N 1.268 1.827 -8.008
C -0.739 0.581 -5.399
C -1.075 0.077 -4.155
C -0.081 -0.118 -3.200
S -0.436 -0.684 -1.575
C -1.763 0.757 -6.386
N -2.584 0.882 -7.179
H 2.607 1.006 -4.951
H -2.107 -0.167 -3.935
C 4.964 -3.103 0.751
S 3.372 -2.407 1.052
O 3.126 -2.373 2.456
O 3.314 -1.087 0.339
O 2.361 -3.191 0.230
H 5.216 -3.738 1.596
H 5.667 -2.276 0.671
H 4.935 -3.672 -0.174
C 1.073 1.891 5.733
C 1.849 1.351 4.719
C 1.381 1.360 3.411
C 0.141 1.914 3.099
C -0.616 2.478 4.124
C -0.160 2.458 5.434
Sb -0.458 1.925 1.050
C -1.061 3.974 1.044
C -2.369 4.409 1.221
C -2.666 5.765 1.238
C -1.656 6.702 1.084
C -0.346 6.280 0.906
C -0.054 4.924 0.882
C -2.430 1.112 1.260
C -3.193 1.014 0.096
C -4.467 0.464 0.113
C -5.001 -0.010 1.303
C -4.261 0.087 2.472
C -2.988 0.646 2.448
H 1.433 1.887 6.754
H 2.820 0.928 4.944
H 1.994 0.925 2.626
H -1.563 2.958 3.898
H -0.757 2.902 6.220
H -3.173 3.692 1.349
H -3.690 6.090 1.376
H -1.888 7.759 1.100
H 0.448 7.005 0.784
H 0.976 4.612 0.737
H -2.795 1.383 -0.845
H -5.046 0.412 -0.800
H -5.996 -0.437 1.322
H -4.680 -0.256 3.410
H -2.445 0.743 3.382
C -1.586 -2.651 1.471
S 0.093 -2.362 2.007
C -0.204 -1.567 3.563
O 0.535 -1.181 1.089
H -2.051 -3.349 2.167
H -1.531 -3.112 0.486
H -2.129 -1.706 1.437
H -0.735 -2.285 4.187
H -0.784 -0.660 3.408
H 0.764 -1.329 3.998
N -0.334 -3.891 -2.139
C 0.923 -3.899 -2.649
C 1.313 -4.972 -3.480
C 2.592 -5.053 -3.943
C 3.510 -4.056 -3.584
C 3.080 -3.040 -2.787
N 1.800 -2.930 -2.319
H -0.981 -4.561 -2.521
H -0.722 -3.010 -1.835
H 0.577 -5.724 -3.726
H 2.891 -5.876 -4.578
H 4.532 -4.071 -3.930
H 3.745 -2.243 -2.492
*
```

orbital gap (alpha / beta) = 6.188 / 6.412 eV
expectation value of S² = 0.7574
molecular weight = 996.89 g mol⁻¹
HOMO energy (alpha / beta) = -10.452 / -10.462 eV
energy above the lowest of the compared OMol25 structures with the same formula, charge and spin = 28.8 kcal/mol
E = -3745.87362 Ha

=====

This record from the Open Molecules 2025 dataset describes a structure of composition C34H32N5O5PtSSi. The level of theory is ωB97M-V/def2-TZVPD.

Geometry as ORCA input:
```
! RIJCOSX wB97M-V def2-TZVPD def2/J DEFGRID3
* xyz -1 1
Pt -0.836 0.650 0.390
O -2.300 -0.712 0.357
C -3.051 -1.073 1.353
C -3.836 -2.238 1.187
C -4.689 -2.679 2.165
C -4.837 -1.968 3.359
C -4.092 -0.826 3.539
C -3.182 -0.368 2.571
C -2.363 0.795 2.879
N -1.635 1.556 2.057
C -0.999 2.501 2.847
C -1.353 2.324 4.138
N -2.208 1.249 4.145
H -3.727 -2.770 0.253
H -5.260 -3.585 2.002
H -5.529 -2.297 4.122
H -4.243 -0.251 4.446
H -0.357 3.256 2.438
H -1.080 2.856 5.030
H -2.602 0.809 4.955
C 1.115 -4.034 -2.885
C 1.368 -2.649 -2.288
C 1.743 -1.679 -3.412
C 2.536 -2.729 -1.299
Si -0.165 -2.020 -1.347
O 0.224 -0.537 -0.821
C -0.462 -3.217 0.092
C -0.977 -4.508 -0.038
C -1.181 -5.328 1.066
C -0.850 -4.880 2.335
C -0.307 -3.611 2.490
C -0.122 -2.796 1.383
C -1.642 -1.988 -2.525
C -1.643 -1.024 -3.538
C -2.697 -0.908 -4.433
C -3.786 -1.763 -4.337
C -3.817 -2.715 -3.330
C -2.761 -2.817 -2.435
H 2.000 -4.375 -3.437
H 0.273 -4.026 -3.582
H 0.908 -4.777 -2.111
H 2.701 -1.973 -3.857
H 1.841 -0.656 -3.042
H 0.998 -1.680 -4.210
H 3.453 -3.032 -1.819
H 2.344 -3.456 -0.506
H 2.723 -1.763 -0.825
H -1.225 -4.896 -1.020
H -1.607 -6.315 0.934
H -1.012 -5.514 3.198
H -0.026 -3.256 3.474
H 0.289 -1.802 1.520
H -0.814 -0.330 -3.615
H -2.673 -0.143 -5.200
H -4.610 -1.678 -5.035
H -4.671 -3.376 -3.234
H -2.822 -3.550 -1.641
O 4.454 9.429 -0.591
S 3.834 8.765 0.539
O 2.389 8.679 0.486
O 4.381 9.112 1.839
C 4.390 7.036 0.348
N 5.708 6.824 0.289
C 6.100 5.568 0.187
C 5.216 4.496 0.143
C 3.871 4.824 0.195
N 3.467 6.088 0.298
C 2.778 3.817 0.151
C 1.454 4.251 0.200
C 0.441 3.319 0.178
N 0.670 1.997 0.121
C 1.936 1.573 0.042
C 3.003 2.449 0.055
H 7.171 5.396 0.137
H 5.578 3.481 0.072
H 1.244 5.310 0.253
H -0.600 3.612 0.197
H 2.049 0.501 -0.037
H 4.002 2.041 -0.004
*
```

orbital gap = 7.027 eV
molecular weight = 845.89 g mol⁻¹
HOMO energy = -5.608 eV
E = -2772.02540 Ha